Entry 1:
C42H66BMoN5O4 as an isolated structure. Source: OMol25; level of theory: ωB97M-V/def2-TZVPD.

## Properties
LUMO	-8.3218	eV
Kohn-Sham gap	0.1959	hartree
F_max	1.1	eV/A
HOMO level	-13.652	eV

The geometry in ORCA input format:
```
! RIJCOSX wB97M-V def2-TZVPD def2/J DEFGRID3
* xyz 2 1
Mo -0.45 0.04 -0.44
C 2.37 1.36 -0.94
N 1.54 1.19 0.27
C 1.14 2.52 0.79
C 2.28 0.43 1.29
C 2.05 -1.05 1.09
N 0.59 -1.38 1.08
C 0.50 -2.82 0.72
C 0.84 -3.19 -0.71
C 1.11 -4.52 -0.95
C 1.32 -5.01 -2.24
C 1.30 -4.10 -3.28
C 1.07 -2.74 -3.11
C 0.82 -2.31 -1.80
O 0.53 -0.99 -1.56
C 1.13 -1.77 -4.30
C 2.47 -1.02 -4.23
C 1.08 -2.53 -5.64
C -0.02 -0.75 -4.32
C 1.56 -6.50 -2.44
C 1.74 -6.87 -3.91
C 0.36 -7.28 -1.88
C 2.84 -6.90 -1.67
C 0.07 -1.24 2.47
C -1.43 -1.26 2.63
C -2.07 -2.08 3.52
C -3.44 -1.94 3.78
C -4.11 -0.89 3.15
C -3.51 -0.01 2.25
C -2.17 -0.28 1.97
O -1.51 0.40 0.98
C -4.26 1.16 1.61
C -5.62 1.39 2.28
C -4.51 0.89 0.12
C -3.45 2.46 1.76
C -4.13 -2.89 4.75
C -5.63 -2.62 4.87
C -3.93 -4.34 4.26
C -3.48 -2.73 6.14
H 3.23 1.99 -0.71
H 1.79 1.84 -1.73
H 2.71 0.40 -1.30
H 2.01 3.07 1.15
H 0.43 2.40 1.62
H 0.66 3.10 0.00
H 1.96 0.75 2.28
H 3.35 0.64 1.22
H 2.54 -1.62 1.88
H 2.47 -1.38 0.14
H -0.52 -3.14 0.93
H 1.17 -3.38 1.38
H 1.13 -5.20 -0.11
H 1.47 -4.46 -4.28
H 3.32 -1.71 -4.28
H 2.55 -0.45 -3.30
H 2.55 -0.32 -5.06
H 1.95 -3.19 -5.78
H 1.10 -1.81 -6.45
H 0.17 -3.13 -5.73
H 0.17 0.09 -3.65
H -0.97 -1.21 -4.05
H -0.11 -0.34 -5.32
H 0.87 -6.59 -4.51
H 1.87 -7.95 -4.00
H 2.63 -6.40 -4.34
H -0.54 -7.05 -2.45
H 0.18 -7.06 -0.83
H 0.55 -8.35 -1.97
H 3.70 -6.33 -2.03
H 3.04 -7.96 -1.83
H 2.73 -6.74 -0.60
H 0.41 -0.28 2.86
H 0.52 -2.02 3.09
H -1.50 -2.84 4.05
H -5.15 -0.74 3.39
H -6.31 0.57 2.11
H -6.08 2.29 1.85
H -5.51 1.55 3.35
H -5.17 0.04 -0.02
H -3.58 0.69 -0.43
H -5.00 1.76 -0.33
H -3.16 2.62 2.80
H -4.06 3.31 1.45
H -2.54 2.46 1.16
H -6.14 -2.73 3.91
H -5.83 -1.63 5.28
H -6.07 -3.35 5.56
H -4.37 -4.48 3.27
H -4.43 -5.03 4.95
H -2.88 -4.62 4.22
H -3.61 -1.71 6.51
H -2.42 -2.96 6.12
H -3.96 -3.41 6.85
N -1.19 1.27 -1.64
C -2.09 2.02 -1.99
N -2.93 2.73 -2.44
C -4.01 3.44 -2.16
N -4.94 4.07 -1.92
C -2.59 -3.52 -3.17
C -3.41 -2.77 -2.13
C -4.81 -2.50 -2.63
O -2.73 -1.47 -1.94
B -1.97 -1.58 -0.84
O -2.18 -2.69 -0.10
C -3.32 -3.40 -0.70
C -3.00 -4.89 -0.67
C -4.52 -3.10 0.18
H -2.57 -2.94 -4.09
H -3.03 -4.49 -3.39
H -1.56 -3.67 -2.83
H -4.76 -2.04 -3.61
H -5.36 -1.85 -1.96
H -5.36 -3.44 -2.73
H -2.05 -5.10 -1.15
H -3.78 -5.45 -1.18
H -2.95 -5.22 0.36
H -4.72 -2.02 0.21
H -4.31 -3.44 1.19
H -5.41 -3.61 -0.18
*
```



Entry 2:
A 2-piece molecular cluster, C2H5FO2 overall. Source: OMol25; level of theory: ωB97M-V/def2-TZVPD.

## Properties
LUMO	0.6877	eV
Kohn-Sham gap	0.3987	hartree
F_max	4.9	eV/A
relative energy (zero: lowest compared OMol25 entry of this formula, charge and spin)	78.60	kcal per mole
HOMO level	-10.163	eV

The geometry in ORCA input format:
```
! RIJCOSX wB97M-V def2-TZVPD def2/J DEFGRID3
* xyz 0 1
C 0.91 0.94 0.79
C -0.84 0.80 -0.66
O -0.61 -1.84 -0.25
O 0.43 0.89 -0.50
F -0.91 0.60 -2.03
H 0.02 1.19 1.40
H 1.66 1.78 0.84
H 1.33 0.09 1.17
H -1.70 -1.69 -0.29
H -0.28 -2.76 -0.46
*
```



Entry 3:
A 8-piece molecular cluster, C20H44Br8N4O4 overall. Source: OMol25; level of theory: ωB97M-V/def2-TZVPD.

## Properties
LUMO	0.0987	eV
Kohn-Sham gap	0.3385	hartree
F_max	2.1	eV/A
relative energy (zero: lowest compared OMol25 entry of this formula, charge and spin)	51.23	kcal per mole
structure (SMILES)	CN(C)C=O.CN(C)C=O.CN(C)C=O.CN(C)C=O.BrCCBr.BrCCBr.BrCCBr.BrCCBr
HOMO level	-9.113	eV

The geometry in ORCA input format:
```
! RIJCOSX wB97M-V def2-TZVPD def2/J DEFGRID3
* xyz 0 1
C -0.17 3.33 3.33
N -0.54 3.18 4.72
C -0.08 2.01 5.42
C -1.35 4.10 5.30
O -1.84 3.98 6.41
H 0.41 2.46 3.00
H 0.55 4.16 3.27
H -0.92 3.46 2.55
H 1.01 2.03 5.58
H -0.51 1.79 6.39
H -0.19 1.09 4.83
H -1.52 4.96 4.64
C 0.12 -2.61 -0.56
N 0.60 -1.26 -0.42
C -0.17 -0.40 0.46
C 1.55 -0.78 -1.24
O 2.01 0.34 -1.15
H -0.92 -2.68 -0.90
H 0.03 -3.06 0.45
H 0.70 -3.33 -1.13
H 0.27 0.57 0.69
H -1.10 -0.07 0.00
H -0.24 -0.87 1.44
H 1.87 -1.51 -2.00
C -5.22 1.02 4.75
N -4.32 0.34 3.83
C -4.75 -0.95 3.35
C -3.11 0.88 3.61
O -2.16 0.36 3.06
H -6.07 1.51 4.26
H -4.72 1.88 5.22
H -5.52 0.38 5.57
H -5.83 -0.94 3.16
H -4.24 -1.29 2.45
H -4.54 -1.67 4.15
H -2.99 1.87 4.07
C 1.95 0.71 -5.24
N 1.22 0.13 -6.37
C 1.09 0.96 -7.54
C 1.27 -1.21 -6.46
O 1.38 -1.84 -7.50
H 1.68 1.75 -5.05
H 3.01 0.75 -5.53
H 1.87 0.16 -4.31
H 0.39 0.49 -8.23
H 0.60 1.90 -7.30
H 2.06 1.19 -7.98
H 1.03 -1.72 -5.51
Br -1.35 -5.43 -1.83
C -1.01 -7.05 -0.77
C -2.17 -8.00 -0.63
Br -1.61 -9.48 0.51
H -0.62 -6.74 0.20
H -0.14 -7.49 -1.24
H -2.49 -8.34 -1.62
H -3.04 -7.47 -0.23
Br -3.15 3.14 -3.03
C -1.21 3.26 -3.49
C -0.41 2.46 -2.49
Br -0.01 3.53 -0.90
H -1.02 4.31 -3.60
H -1.05 2.73 -4.43
H 0.53 2.14 -2.94
H -0.84 1.47 -2.30
Br 3.19 2.72 -2.95
C 3.67 4.07 -1.62
C 3.91 3.32 -0.31
Br 3.87 4.79 1.09
H 2.95 4.88 -1.49
H 4.64 4.54 -1.79
H 4.87 2.85 -0.19
H 3.07 2.71 0.00
Br 1.67 -2.32 3.52
C 2.93 -1.90 2.06
C 3.50 -3.21 1.52
Br 4.95 -2.81 0.28
H 3.76 -1.36 2.50
H 2.39 -1.31 1.33
H 2.73 -3.74 0.97
H 3.87 -3.81 2.35
*
```



Entry 4:
C50H38GeN6O5P2RhSe2 as an isolated structure. Source: OMol25; level of theory: ωB97M-V/def2-TZVPD.

## Properties
LUMO	2.1898	eV
Kohn-Sham gap	0.2745	hartree
F_max	0.7	eV/A
HOMO level	-5.279	eV

The geometry in ORCA input format:
```
! RIJCOSX wB97M-V def2-TZVPD def2/J DEFGRID3
* xyz -1 1
Rh -2.44 -0.11 -0.90
Se -1.83 2.02 6.05
P -1.19 0.28 5.04
C -1.75 -1.27 5.81
C -1.76 -1.35 7.20
C -2.12 -2.54 7.83
C -2.49 -3.64 7.07
C -2.50 -3.55 5.68
C -2.13 -2.37 5.05
C 0.62 0.16 5.13
C 1.38 1.29 4.82
C 2.75 1.28 4.98
C 3.38 0.16 5.50
C 2.64 -0.96 5.85
C 1.26 -0.97 5.64
C -1.78 0.16 3.35
C -1.31 0.00 2.04
N -2.43 -0.01 1.27
N -3.50 0.16 2.03
N -3.13 0.25 3.29
P 0.17 -0.08 1.01
Se -2.17 -2.39 -1.26
C 1.13 1.39 1.50
C 2.48 1.49 1.16
C 3.19 2.65 1.40
C 2.56 3.75 1.98
C 1.21 3.67 2.30
C 0.50 2.51 2.05
C 1.18 -1.49 1.59
C 2.22 -1.42 2.51
C 2.93 -2.56 2.86
C 2.59 -3.79 2.32
C 1.55 -3.87 1.40
C 0.87 -2.73 1.02
H -1.49 -0.48 7.79
H -2.13 -2.59 8.91
H -2.79 -4.56 7.55
H -2.80 -4.40 5.09
H -2.14 -2.31 3.97
H 0.87 2.19 4.48
H 3.33 2.16 4.71
H 4.46 0.16 5.65
H 3.12 -1.83 6.26
H 0.69 -1.85 5.89
H 2.98 0.64 0.71
H 4.24 2.71 1.14
H 3.12 4.66 2.17
H 0.71 4.52 2.74
H -0.55 2.45 2.32
H 2.49 -0.46 2.95
H 3.74 -2.48 3.57
H 3.14 -4.68 2.61
H 1.29 -4.83 0.96
H 0.10 -2.79 0.27
O -3.39 0.97 -6.24
C -3.18 2.15 -5.67
O -3.06 3.15 -6.34
C -3.09 2.23 -4.19
C -3.30 3.43 -3.55
N -3.06 3.24 -2.24
N -2.69 1.98 -1.99
C -2.70 1.34 -3.15
C -2.88 -1.17 -3.60
O -3.59 -1.10 -4.59
O -2.62 -2.38 -3.10
H -3.47 0.22 -5.58
H -3.58 4.39 -3.95
H -3.13 3.91 -1.49
C -2.17 -0.05 -2.96
Ge -0.23 0.05 -3.51
C 1.05 -1.17 -2.68
C 0.91 -2.55 -2.87
C 1.88 -3.43 -2.42
C 3.01 -2.96 -1.77
C 3.16 -1.60 -1.57
C 2.19 -0.71 -2.02
C -0.11 -0.33 -5.43
C 0.63 0.47 -6.30
C 0.73 0.17 -7.65
C 0.10 -0.96 -8.16
C -0.62 -1.79 -7.31
C -0.72 -1.48 -5.96
C 0.28 1.90 -3.08
C 0.23 2.96 -3.99
C 0.51 4.26 -3.58
C 0.86 4.52 -2.27
C 0.89 3.48 -1.35
C 0.60 2.18 -1.75
H 0.03 -2.94 -3.38
H 1.75 -4.50 -2.58
H 3.76 -3.65 -1.41
H 4.04 -1.22 -1.06
H 2.34 0.35 -1.87
H 1.15 1.34 -5.93
H 1.30 0.82 -8.31
H 0.16 -1.19 -9.22
H -1.11 -2.67 -7.69
H -1.28 -2.15 -5.32
H -0.09 2.80 -5.01
H 0.46 5.06 -4.31
H 1.08 5.53 -1.95
H 1.14 3.67 -0.31
H 0.61 1.39 -1.02
O -4.95 -0.28 -1.81
N -4.33 -0.02 -0.85
*
```



Entry 5:
C21H23N3O4 in the gas phase. Source: OMol25; level of theory: ωB97M-V/def2-TZVPD.

## Properties
LUMO	0.5862	eV
Kohn-Sham gap	0.2833	hartree
F_max	1.0	eV/A
relative energy (zero: lowest compared OMol25 entry of this formula, charge and spin)	29.03	kcal per mole
structure (SMILES)	Cc1ccc2oc(=O)n(CCC(=O)Nc3ccc(N4CCOCC4)cc3)c2c1
HOMO level	-7.124	eV

The geometry in ORCA input format:
```
! RIJCOSX wB97M-V def2-TZVPD def2/J DEFGRID3
* xyz 0 1
C -8.27 -0.85 -0.94
C -7.10 -0.02 -0.49
C -7.33 1.23 0.08
C -6.29 2.04 0.52
C -5.01 1.55 0.37
O -3.82 2.13 0.72
C -2.84 1.27 0.39
O -1.66 1.46 0.57
N -3.39 0.15 -0.19
C -2.61 -0.97 -0.64
C -2.12 -1.85 0.53
C -0.60 -2.07 0.50
O -0.13 -3.18 0.39
N 0.08 -0.91 0.60
C 1.47 -0.71 0.60
C 1.94 0.60 0.68
C 3.29 0.87 0.67
C 4.23 -0.16 0.59
N 5.61 0.07 0.65
C 6.13 1.39 0.91
C 6.33 2.18 -0.39
O 7.18 1.48 -1.27
C 6.67 0.19 -1.55
C 6.49 -0.63 -0.27
C 3.75 -1.47 0.52
C 2.40 -1.75 0.52
C -4.77 0.30 -0.20
C -5.80 -0.50 -0.63
H -8.99 -0.97 -0.14
H -7.95 -1.83 -1.28
H -8.77 -0.35 -1.77
H -8.34 1.58 0.18
H -6.48 3.01 0.96
H -3.22 -1.55 -1.34
H -1.75 -0.57 -1.19
H -2.37 -1.36 1.47
H -2.60 -2.82 0.50
H -0.45 -0.05 0.68
H 1.22 1.41 0.74
H 3.59 1.90 0.73
H 5.48 1.93 1.60
H 7.11 1.26 1.38
H 6.81 3.14 -0.20
H 5.35 2.35 -0.88
H 7.40 -0.28 -2.22
H 5.70 0.28 -2.07
H 6.08 -1.61 -0.53
H 7.46 -0.76 0.22
H 4.44 -2.30 0.50
H 2.06 -2.77 0.47
H -5.62 -1.47 -1.06
*
```



Entry 6:
A 6-piece molecular cluster, C24H30N6 overall. Source: OMol25; level of theory: ωB97M-V/def2-TZVPD.

## Properties
LUMO	0.5615	eV
Kohn-Sham gap	0.3175	hartree
F_max	2.8	eV/A
relative energy (zero: lowest compared OMol25 entry of this formula, charge and spin)	23.15	kcal per mole
structure (SMILES)	c1cc[nH]c1.c1cc[nH]c1.c1cc[nH]c1.c1cc[nH]c1.c1cc[nH]c1.c1cc[nH]c1
HOMO level	-8.077	eV

The geometry in ORCA input format:
```
! RIJCOSX wB97M-V def2-TZVPD def2/J DEFGRID3
* xyz 0 1
C -3.11 -4.14 3.29
C -1.81 -4.47 3.83
C -1.20 -5.23 2.90
N -2.07 -5.43 1.84
C -3.20 -4.70 2.02
H -3.86 -3.46 3.68
H -1.47 -4.30 4.80
H -0.26 -5.72 2.94
H -1.88 -6.00 1.02
H -4.03 -4.70 1.30
C -3.99 -0.35 0.39
C -4.03 -1.76 0.63
C -3.64 -2.41 -0.52
N -3.43 -1.41 -1.51
C -3.56 -0.19 -0.86
H -4.22 0.42 1.12
H -4.38 -2.21 1.59
H -3.57 -3.46 -0.80
H -3.00 -1.55 -2.39
H -3.55 0.78 -1.36
C -2.02 3.08 -2.22
C -0.96 3.18 -3.16
C 0.17 3.23 -2.36
N -0.15 3.12 -1.03
C -1.55 3.04 -0.96
H -3.10 3.07 -2.45
H -0.93 3.23 -4.24
H 1.18 3.25 -2.65
H 0.57 3.01 -0.33
H -2.07 3.22 -0.04
C 1.75 -1.11 0.07
C 2.05 -1.54 1.41
C 0.91 -1.93 2.01
N -0.12 -1.68 1.09
C 0.37 -1.22 -0.07
H 2.37 -0.83 -0.75
H 3.08 -1.56 1.73
H 0.67 -2.26 3.01
H -1.12 -1.76 1.35
H -0.19 -0.91 -0.94
C 2.63 3.73 2.00
C 1.28 3.85 2.37
C 0.71 2.61 2.25
N 1.66 1.72 1.94
C 2.83 2.42 1.82
H 3.34 4.55 1.89
H 0.77 4.74 2.84
H -0.27 2.26 2.47
H 1.52 0.76 1.71
H 3.68 1.91 1.49
C 4.54 1.99 -4.37
C 4.07 2.70 -3.24
C 3.72 1.75 -2.34
N 3.90 0.51 -2.92
C 4.38 0.66 -4.17
H 5.01 2.39 -5.30
H 4.08 3.77 -3.11
H 3.28 1.86 -1.39
H 3.57 -0.35 -2.55
H 4.68 -0.20 -4.76
*
```



Entry 7:
A 2-piece molecular cluster, C6H15NO overall. Source: OMol25; level of theory: ωB97M-V/def2-TZVPD.

## Properties
LUMO	0.9360	eV
Kohn-Sham gap	0.3800	hartree
F_max	1.4	eV/A
relative energy (zero: lowest compared OMol25 entry of this formula, charge and spin)	37.44	kcal per mole
structure (SMILES)	C=C(C)CCCN.O
HOMO level	-9.404	eV

The geometry in ORCA input format:
```
! RIJCOSX wB97M-V def2-TZVPD def2/J DEFGRID3
* xyz 0 1
C -1.16 -1.56 -1.95
C -1.48 -0.89 -0.86
C -2.04 -1.60 0.32
C -1.20 0.58 -0.74
C -0.08 0.87 0.28
C 1.33 0.57 -0.25
N 2.02 -0.42 0.59
H -0.67 -1.13 -2.83
H -1.25 -2.63 -2.11
H -1.36 -1.70 1.17
H -2.35 -2.59 0.08
H -2.88 -1.08 0.81
H -1.01 1.05 -1.69
H -2.08 1.05 -0.28
H -0.23 0.29 1.18
H -0.17 1.92 0.53
H 1.32 0.29 -1.31
H 1.92 1.47 -0.14
H 3.02 -0.35 0.42
H 1.76 -1.38 0.40
O 2.34 2.76 2.04
H 2.73 2.08 2.59
H 1.51 2.40 1.73
*
```



Entry 8:
C3H3O4Zn as an isolated structure. Source: OMol25; level of theory: ωB97M-V/def2-TZVPD.

## Properties
LUMO	-7.2198	eV
Kohn-Sham gap	0.2372	hartree
F_max	4.7	eV/A
HOMO level	-13.674	eV

The geometry in ORCA input format:
```
! RIJCOSX wB97M-V def2-TZVPD def2/J DEFGRID3
* xyz 1 1
C 0.94 -0.90 1.03
C 1.59 -1.30 2.35
O 2.69 -1.78 2.34
O -0.26 -0.65 0.99
H 1.54 -1.03 0.12
H 0.96 -1.19 3.26
Zn -1.48 0.09 -0.15
O -1.92 0.88 -1.63
O -2.18 2.27 -3.34
C -1.49 1.69 -2.53
H -0.39 1.93 -2.44
*
```



Entry 9:
C4H7N as an isolated structure. Source: OMol25; level of theory: ωB97M-V/def2-TZVPD.

## Properties
LUMO	-0.1213	eV
Kohn-Sham gap	0.3461	hartree
F_max	4.4	eV/A
relative energy (zero: lowest compared OMol25 entry of this formula, charge and spin)	134.29	kcal per mole
HOMO level	-9.540	eV

The geometry in ORCA input format:
```
! RIJCOSX wB97M-V def2-TZVPD def2/J DEFGRID3
* xyz 0 1
C 1.02 -0.32 -0.87
C -0.04 1.16 0.92
C 0.16 2.33 0.74
H 0.79 0.46 -1.59
H 1.26 -1.23 -1.42
H 1.89 -0.03 -0.30
H 0.37 3.35 0.54
C -1.35 -1.60 0.23
N -1.72 -1.05 1.21
H -0.72 0.32 1.29
H -1.61 -2.41 -0.44
H -0.05 -0.97 -0.31
*
```